Version one
Entry from the Open Molecules 2025 dataset: an isolated molecule of C2H5NO2 (ωB97M-V with the def2-TZVPD basis set).

Structure (XYZ):
```
10
Properties=species:S:1:pos:R:3:nbo_charge:R:1
N 1.02365 0.13799 -1.56238 -0.82
C 1.06764 0.05124 -0.07583 -0.35
C -0.27905 -0.14255 0.60472 0.77
O -0.66250 -0.88993 1.44548 -0.56
O -1.11637 0.68800 -0.10401 -0.72
H 0.45638 -0.68922 -1.96815 0.36
H 0.46911 1.03331 -1.84167 0.37
H 1.61425 0.92813 0.41004 0.23
H 1.79312 -0.80655 0.20351 0.22
H -1.99900 0.73163 0.22779 0.49
```

Results
HOMO level ... -9.67 eV
SMILES string ... NCC(=O)O
Total charge ... 0
2S+1 ... 1
LUMO energy ... 0.65 eV
Gap between HOMO and LUMO ... 10.3 eV

---

Version two
Entry from the Open Molecules 2025 dataset: C2H5NO2 as an isolated structure (ωB97M-V with the def2-TZVPD basis set).

Structure (XYZ):
```
10
Properties=species:S:1:pos:R:3:nbo_charge:R:1
C -0.73585 -0.48809 -0.85342 -0.18
C 0.63158 -0.12930 -0.16705 0.03
N 0.50407 0.99764 -0.93595 -0.23
O -0.65243 0.77711 -1.65267 -0.36
O 0.37774 -0.10883 2.37266 -1.04
H -0.61337 -1.37689 -1.48061 0.22
H -1.50363 -0.60143 -0.11799 0.23
H 0.48554 0.11504 1.30577 0.44
H 0.95876 1.78325 -1.30782 0.41
H 0.54759 -0.96850 2.83707 0.49
```

Results
HOMO level ... -9.38 eV
Total charge ... 0
2S+1 ... 1
LUMO energy ... 0.25 eV
Gap between HOMO and LUMO ... 9.6 eV

---

Version three
Entry from the Open Molecules 2025 dataset: a 2-piece molecular cluster, C2H5NO2 overall (ωB97M-V with the def2-TZVPD basis set).

Structure (XYZ):
```
10
Properties=species:S:1:pos:R:3:nbo_charge:R:1
N 1.91701 0.46778 -0.64377 -0.82
C 1.22057 -0.40642 0.12619 0.52
O 1.26940 -0.43352 1.33105 -0.61
H 1.65791 0.60565 -1.60314 0.39
H 2.42912 1.18838 -0.16880 0.39
H 0.61333 -1.10084 -0.46314 0.13
C -2.27543 -0.06270 0.37499 0.29
O -1.75633 -0.53194 -0.59858 -0.51
H -2.79516 0.90351 0.32996 0.11
H -2.28042 -0.62989 1.31523 0.12
```

Results
HOMO level ... -9.91 eV
SMILES string ... NC=O.C=O
Total charge ... 0
2S+1 ... 1
LUMO energy ... 0.79 eV
Gap between HOMO and LUMO ... 10.7 eV

---

The most stable of them is version one.

---

Version one
Entry from the Open Molecules 2025 dataset: an isolated molecule of C2H5NO2 (ωB97M-V with the def2-TZVPD basis set).

Structure (XYZ):
```
10
Properties=species:S:1:pos:R:3:nbo_charge:R:1
N -1.93626 -0.03362 -0.01252 -0.78
C -0.67446 -0.74012 -0.05565 -0.36
C 0.55423 0.15548 0.00036 0.76
O 0.50004 1.36062 -0.01086 -0.57
O 1.72478 -0.50571 0.02724 -0.66
H -1.74941 0.81587 -0.50389 0.36
H -1.98060 0.32463 0.90332 0.35
H -0.70235 -1.42805 0.75362 0.21
H -0.62233 -1.36295 -0.94376 0.21
H 1.53136 -1.44557 0.07902 0.48
```

Results
HOMO level ... -10.30 eV
SMILES string ... NCC(=O)O
Total charge ... 0
2S+1 ... 1
LUMO energy ... 0.52 eV
Gap between HOMO and LUMO ... 10.8 eV

---

Version two
Entry from the Open Molecules 2025 dataset: an isolated molecule of C2H5NO2 (ωB97M-V with the def2-TZVPD basis set).

Structure (XYZ):
```
10
Properties=species:S:1:pos:R:3:nbo_charge:R:1
O 1.32998 0.70485 0.85480 -0.72
C 0.15948 0.77125 0.04833 0.33
C -0.63654 -0.54033 0.20227 -0.27
N -0.24119 -0.64358 -1.50970 -0.35
O 0.55832 0.55141 -1.31541 -0.42
H 1.99656 0.51286 0.22415 0.48
H -0.42517 1.72571 0.25794 0.17
H -0.38992 -1.23154 1.01675 0.22
H -1.77243 -0.53866 0.07002 0.21
H 0.32685 -1.45990 -1.97240 0.35
```

Results
HOMO level ... -8.98 eV
SMILES string ... O[C@@H]1CNO1
Total charge ... 0
2S+1 ... 1
LUMO energy ... 1.01 eV
Gap between HOMO and LUMO ... 10.0 eV

---

Version three
Entry from the Open Molecules 2025 dataset: a 3-piece molecular cluster, C2H5NO2 overall (ωB97M-V with the def2-TZVPD basis set).

Structure (XYZ):
```
10
Properties=species:S:1:pos:R:3:nbo_charge:R:1
C 0.63322 0.39185 0.26234 -0.35
C 0.48092 -1.30596 0.20123 0.81
H -1.48539 0.62607 -1.33030 0.41
H -0.88509 2.06312 0.58166 0.40
H 1.59619 0.54554 -0.17016 0.22
H 0.72716 0.64493 1.38007 0.22
H -1.20919 -0.57567 -0.50423 0.49
N -0.50193 1.15722 -0.50192 -0.92
O -0.78278 -1.52041 -0.24373 -0.71
O 1.42691 -2.02669 0.32505 -0.56
```

Results
HOMO level ... -9.74 eV
Total charge ... 0
2S+1 ... 1
LUMO energy ... -0.76 eV
Gap between HOMO and LUMO ... 9.0 eV

---

Version four
Entry from the Open Molecules 2025 dataset: C2H5NO2 as an isolated structure (ωB97M-V with the def2-TZVPD basis set).

Structure (XYZ):
```
10
Properties=species:S:1:pos:R:3:nbo_charge:R:1
C -0.71480 -0.88822 1.26788 0.57
C -0.18221 0.94724 -0.77028 -0.47
N 0.13217 -0.39386 -0.31101 -0.29
O -1.37967 -0.03798 1.71839 -0.47
O 1.55704 -0.37806 -0.08474 -0.62
H -0.33710 -1.94323 1.38617 0.18
H -0.29806 1.63115 0.12428 0.18
H 0.61167 1.32948 -1.54925 0.23
H -1.26011 0.86108 -1.14184 0.21
H 1.87108 -1.12759 -0.63960 0.47
```

Results
HOMO level ... -8.49 eV
Total charge ... 0
2S+1 ... 1
LUMO energy ... 0.67 eV
Gap between HOMO and LUMO ... 9.2 eV

---

The most stable of them is version one.

---

Version one
Entry from the Open Molecules 2025 dataset: an isolated molecule of C2H5NO2 (ωB97M-V with the def2-TZVPD basis set).

Structure (XYZ):
```
10
Properties=species:S:1:pos:R:3:nbo_charge:R:1
N -1.25546 0.21783 0.68898 -0.84
C -0.56507 -0.08631 -0.55554 -0.32
C 0.93455 -0.04175 -0.37838 0.78
O 1.67747 0.75197 -0.87345 -0.57
O 1.33011 -0.99578 0.50265 -0.69
H -0.71767 0.26305 1.52967 0.38
H -1.89472 0.96230 0.55372 0.37
H -0.93073 -1.00639 -1.02539 0.20
H -0.76983 0.70096 -1.28434 0.21
H 2.19136 -0.76589 0.84208 0.49
```

Results
HOMO level ... -9.37 eV
SMILES string ... NCC(=O)O
Total charge ... 0
2S+1 ... 1
LUMO energy ... 0.74 eV
Gap between HOMO and LUMO ... 10.1 eV

---

Version two
Entry from the Open Molecules 2025 dataset: an isolated molecule of C2H5NO2 (ωB97M-V with the def2-TZVPD basis set).

Structure (XYZ):
```
10
Properties=species:S:1:pos:R:3:nbo_charge:R:1
C -1.72253 -0.47020 0.02919 -0.43
N -0.36850 -0.06632 -0.04934 -0.16
O -0.24919 1.32844 -0.05242 -0.57
C 0.80600 -0.72872 -0.02077 0.49
O 1.85961 -0.12265 0.02659 -0.63
H -2.28562 0.27514 -0.73387 0.24
H -2.12290 -0.34581 1.23928 0.20
H -1.77426 -1.59589 -0.28215 0.23
H 0.76525 1.48750 0.37475 0.51
H 0.61274 -1.80959 -0.09651 0.13
```

Results
HOMO level ... -9.19 eV
SMILES string ... CN(O)C=O
Total charge ... 0
2S+1 ... 1
LUMO energy ... 0.76 eV
Gap between HOMO and LUMO ... 9.9 eV

---

Version three
Entry from the Open Molecules 2025 dataset: a 2-piece molecular cluster, C2H5NO2 overall (ωB97M-V with the def2-TZVPD basis set).

Structure (XYZ):
```
10
Properties=species:S:1:pos:R:3:nbo_charge:R:1
N 0.66864 -0.78281 -0.45838 -0.84
C 0.67870 -0.53806 -1.80408 0.53
O 0.73387 0.58237 -2.24481 -0.61
H 0.70874 -1.75661 -0.23198 0.40
H 0.51154 0.05868 0.06141 0.41
H 0.59759 -1.47034 -2.43482 0.10
C -1.01697 1.00243 1.73432 0.24
O -0.30483 0.14377 2.19830 -0.51
H -2.08604 0.79513 1.51459 0.14
H -0.49123 1.96544 1.66544 0.13
```

Results
HOMO level ... -10.07 eV
SMILES string ... NC=O.C=O
Total charge ... 0
2S+1 ... 1
LUMO energy ... 0.39 eV
Gap between HOMO and LUMO ... 10.5 eV

---

The most stable of them is version one.

---

Version one
Entry from the Open Molecules 2025 dataset: a 2-piece molecular cluster, C5H8N2O2 overall (ωB97M-V with the def2-TZVPD basis set).

Structure (XYZ):
```
17
Properties=species:S:1:pos:R:3:nbo_charge:R:1
O -1.15968 -2.29345 0.67014 -0.65
C -1.41274 -1.01985 0.30030 0.44
C -2.36705 -0.63924 -0.70205 -0.39
C -2.41029 0.72828 -0.61976 -0.03
N -1.56096 1.10911 0.34183 0.09
O -1.02524 2.33582 0.66472 -0.49
N -0.97604 0.06065 0.93880 -0.38
H -0.47703 -2.13049 1.38979 0.49
H -3.00800 -1.13879 -1.41593 0.24
H -2.90760 1.41104 -1.14680 0.21
H -1.13410 2.26204 1.60490 0.48
C 1.71906 -0.58065 -0.59973 -0.39
C 1.80205 0.39373 0.30476 -0.36
H 1.39298 -1.52960 -0.46295 0.18
H 2.09602 -0.35579 -1.67419 0.19
H 1.61386 0.28631 1.38818 0.19
H 2.09268 1.35696 0.19053 0.18
```

Results
HOMO level ... -8.73 eV
SMILES string ... Oc1ccn(O)n1.C=C
Total charge ... 0
2S+1 ... 1
LUMO energy ... 0.84 eV
Gap between HOMO and LUMO ... 9.6 eV

---

Version two
Entry from the Open Molecules 2025 dataset: an isolated molecule of C5H8N2O2 (ωB97M-V with the def2-TZVPD basis set).

Structure (XYZ):
```
17
Properties=species:S:1:pos:R:3:nbo_charge:R:1
C 0.54214 2.51357 0.08179 -0.40
C -0.00017 1.32889 0.02089 -0.08
C -0.85398 0.34488 -0.23562 0.12
N -2.22008 0.38789 -0.40394 -0.80
C -0.18520 -0.99985 -0.44362 -0.16
N -0.63255 -1.94698 0.55957 -0.82
C 1.33102 -0.56523 -0.35901 0.78
O 2.05605 -0.44346 -1.32030 -0.59
O 1.83051 -0.79228 0.88751 -0.71
H 0.59377 3.17530 -0.77300 0.20
H 1.04492 2.87229 0.96954 0.20
H -2.67661 -0.47741 -0.14880 0.39
H -2.66660 1.23962 -0.09521 0.39
H -0.43234 -1.37052 -1.44441 0.22
H -0.31115 -1.64654 1.47595 0.38
H -0.21807 -2.85687 0.38667 0.37
H 2.79832 -0.76330 0.84196 0.50
```

Results
HOMO level ... -8.24 eV
SMILES string ... C=C=C(N)[C@H](N)C(=O)O
Total charge ... 0
2S+1 ... 1
LUMO energy ... 0.74 eV
Gap between HOMO and LUMO ... 9.0 eV

---

The most stable of them is version two.